1.
Molecular formula: C26H74O18
Method: DFT, wB97M-V/def2-TZVPD

Geometry (Å):
C  1.2563  -3.9247  -3.3386
C  2.0415  -3.1981  -2.2308
C  1.6474  -3.6997  -0.9133
O  3.4593  -3.4046  -2.4221
H  0.1928  -3.7283  -3.2888
H  1.4618  -5.0247  -3.2025
H  1.5380  -3.6469  -4.3675
H  1.8190  -2.1371  -2.3590
H  2.2122  -3.1746  -0.1498
H  1.8432  -4.7734  -0.8617
H  0.5812  -3.5629  -0.7254
H  3.6178  -4.3442  -2.5679
C  -2.2369  -2.0228  -2.6040
C  -3.3174  -3.1438  -2.8115
C  -2.8357  -4.5331  -3.1619
O  -4.0922  -3.3741  -1.5818
H  -1.5003  -2.2988  -1.8458
H  -2.6710  -1.0711  -2.3142
H  -1.6825  -1.8433  -3.5224
H  -4.0292  -2.7691  -3.5711
H  -3.6389  -5.2338  -3.0087
H  -2.0818  -4.7898  -2.3972
H  -2.4305  -4.6039  -4.1771
H  -4.6468  -2.5825  -1.3589
C  -0.5176  0.9772  -1.0211
C  -0.7256  0.2456  0.3019
C  0.6096  -0.3278  0.8587
O  -1.3778  1.1196  1.2303
H  0.0656  1.8894  -0.8111
H  -1.4942  1.2179  -1.4443
H  -0.0188  0.3726  -1.7881
H  -1.3785  -0.6144  0.1873
H  1.3483  0.4561  1.0098
H  0.9941  -1.0365  0.1396
H  0.4682  -0.7657  1.8440
H  -1.1976  0.9207  2.1676
C  4.0923  2.1985  -1.0728
C  3.9467  1.2225  -2.2277
C  4.5851  -0.1121  -1.8594
O  2.5461  0.9409  -2.5593
H  3.6125  3.1283  -1.3668
H  5.1655  2.3559  -0.8630
H  3.5895  1.9053  -0.1391
H  4.4500  1.7051  -3.0762
H  4.0927  -0.4824  -0.9607
H  5.6171  0.0739  -1.5831
H  4.4528  -0.8254  -2.6778
H  2.0082  1.7511  -2.5215
O  -1.5019  -4.2910  0.3671
C  -1.8197  -3.7612  1.6378
C  -2.8139  -2.6451  1.4049
O  -2.6702  -1.6775  2.4422
H  -2.3208  -4.2614  -0.1625
H  -2.2257  -4.5546  2.2552
H  -0.8854  -3.4235  2.0872
H  -3.8582  -3.0032  1.4506
H  -2.7333  -2.2406  0.3998
H  -3.4523  -1.0998  2.4685
O  -2.0574  3.4720  -0.1235
C  -3.0462  4.2622  0.5361
C  -2.5422  5.7041  0.7504
O  -1.5293  5.8565  1.7687
H  -1.8804  2.6940  0.4054
H  -3.9235  4.4628  -0.0812
H  -3.3803  3.8034  1.4846
H  -3.4211  6.3012  0.9815
H  -2.0586  6.0552  -0.1814
H  -1.9395  5.7621  2.6280
O  4.1141  -1.8392  1.5175
C  4.5927  -0.6034  2.0214
C  5.4894  -0.8261  3.2393
O  4.6544  -0.9339  4.4287
H  3.3712  -2.1133  2.0487
H  5.3028  -0.2308  1.2803
H  3.7989  0.0803  2.2892
H  6.2325  -0.0045  3.3589
H  6.0539  -1.7405  3.1831
H  4.9838  -1.6811  4.9581
O  -0.3502  -1.7519  3.9371
C  0.0508  -0.9282  5.0036
C  0.1636  0.5361  4.6178
O  -1.0981  1.0383  4.1252
H  -1.1555  -1.4418  3.5316
H  -0.6650  -1.0162  5.8429
H  1.0297  -1.2998  5.3178
H  0.8551  0.6958  3.7775
H  0.4112  1.2030  5.4680
H  -1.7691  1.1306  4.8269
O  0.9123  4.7505  2.4577
C  1.2663  3.4236  2.1793
C  2.5696  3.2110  2.9511
O  3.5785  3.8474  2.2727
H  0.0823  5.0237  2.0171
H  0.4176  2.8632  2.5735
H  1.4176  3.2991  1.1115
H  2.9183  2.1864  3.0925
H  2.4393  3.5539  3.9508
H  3.2334  4.7546  2.1642
O  0.2524  2.9920  -3.4259
C  -0.3527  2.5175  -4.6118
C  0.5003  1.4510  -5.2612
O  0.4943  0.2817  -4.5040
H  -0.3660  3.1942  -2.7055
H  -1.3682  2.2018  -4.4145
H  -0.4829  3.3873  -5.2344
H  1.4873  1.9181  -5.2296
H  0.1671  1.2942  -6.2808
H  1.3326  0.2949  -4.0141
O  -5.1310  -0.4126  1.6135
C  -4.6378  0.7178  0.8803
C  -4.3817  0.3015  -0.5518
O  -5.4968  -0.4528  -1.0339
H  -5.9174  -0.7674  1.1983
H  -5.3866  1.4982  0.9520
H  -3.7169  1.0638  1.3216
H  -3.5095  -0.3539  -0.5513
H  -4.1763  1.1518  -1.2141
H  -5.5929  -0.3127  -1.9812

- Total charge: 0
- SMILES: CC(C)O.CC(C)O.CC(C)O.CC(C)O.OCCO.OCCO.OCCO.OCCO.OCCO.OCCO.OCCO

=====

2.
Molecular formula: C4H8FNS2
Method: DFT, wB97M-V/def2-TZVPD

Geometry (Å):
F  1.4434  -1.4553  -1.0909
C  1.6765  -1.4641  0.2312
C  2.5055  -0.2938  0.7532
C  1.6221  0.9327  0.8040
S  0.4913  1.5681  -0.5858
N  -0.5656  0.0781  -0.3620
C  -1.8744  0.3764  0.0554
S  -3.1867  -0.5288  0.2817
H  2.3015  -2.3119  0.5760
H  0.7111  -1.7154  0.5748
H  3.3070  0.0309  0.0092
H  2.9414  -0.3451  1.8048
H  0.9111  0.6190  1.6283
H  2.1360  1.7237  1.5041
H  0.0180  -0.7970  -0.4438
H  -1.8074  1.4122  0.5023

- Total charge: 0
- SMILES: FCCCSNC=S

=====

Calculated total energy in Ha, matching the order above: -2389.21928; -1108.08735
Relative energy (zero: lowest compared OMol25 entry of this formula, charge and spin) in kcal per mole, matching the order above: 8.0; 70.3